36
Properties=species:S:1:pos:R:3:lowdin_charge:R:1 method="wB97M-V/def2-TZVPD" molar_mass_g_mol=212.31 de_lowest_kcal_mol=14.3 smiles=CC[C@@](F)(C#N)N(C)CC1CCCCC1 e_homo_ev=-8.66 homo_lumo_gap_ev=9.40 max_force_ev_per_a=4.8
H 2.424 2.767 0.246 0.089
H -0.570 -0.578 -0.603 0.123
H 3.598 1.265 -0.961 0.139
C -2.144 0.852 -0.070 -0.182
H 3.916 0.817 0.741 0.156
H -0.534 1.536 1.740 0.145
C -0.036 0.616 1.256 -0.159
N 1.145 1.133 0.628 -0.110
H 0.984 2.840 -0.671 0.047
H -2.056 -2.324 -0.823 0.100
H 4.495 -1.495 0.068 0.100
C 4.356 -0.724 -0.760 -0.121
C 3.474 0.368 -0.233 -0.227
H -2.575 1.225 1.015 0.165
C -2.583 -2.011 0.061 -0.184
H 0.980 3.189 1.070 0.086
C 1.662 -1.226 -0.013 -0.176
H -4.006 -0.664 0.619 0.091
N 1.421 -2.341 0.110 0.242
C -3.739 -1.022 -0.381 -0.183
C -3.126 0.221 -1.149 -0.161
C -1.581 -1.314 1.002 -0.213
H -2.553 0.024 -1.990 0.072
C -1.047 -0.118 0.270 -0.354
H -3.122 -2.828 0.592 0.114
C 1.975 0.126 -0.302 -0.354
H 4.047 -1.019 -1.800 0.107
H -2.055 -1.010 2.003 0.145
H -4.634 -1.443 -0.892 0.105
H 0.267 -0.012 2.046 0.095
H -0.863 -2.056 1.274 0.080
F 1.534 0.225 -1.707 -0.019
C 1.312 2.554 0.257 -0.062
H 5.367 -0.285 -0.642 0.078
H -1.754 1.785 -0.531 0.105
H -3.979 0.925 -1.471 0.122